Entry 1:
7 unconnected molecules or ions with the total composition C28H16B3N4O28 in a non-equilibrium geometry. Source: the OMol25 dataset; level of theory: ωB97M-V/def2-TZVPD.

Total charge: -3
HOMO energy: -0.091 hartree
Spin multiplicity: 1
Lowest unoccupied orbital energy: 4.740 eV
M: 888.87 g mol⁻¹
ΔE to the lowest compared entry with this formula, charge and spin: 0.00 kJ/mol

Structure (XYZ):
```
79
Properties=species:S:1:pos:R:3:mulliken_charge:R:1
O -5.396 1.248 2.173 -0.59
C -4.431 1.237 2.871 0.72
O -3.661 2.294 3.150 -0.47
B -2.553 1.883 4.018 1.12
O -2.945 0.546 4.522 -0.62
C -3.971 0.107 3.827 0.45
O -4.457 -0.982 3.882 -0.68
O -2.352 2.880 5.097 -0.59
C -1.123 3.356 5.030 0.19
O -0.638 4.195 5.754 -0.68
C -0.394 2.665 3.849 0.63
O -1.260 1.800 3.318 0.09
O 0.687 2.929 3.441 -0.54
O 1.180 4.527 1.182 -0.54
C 0.209 4.491 0.513 0.77
O -1.022 4.216 0.940 -0.45
B -1.984 4.429 -0.137 1.48
O -1.176 4.879 -1.300 -0.62
C 0.085 4.904 -0.972 0.29
O 1.023 5.189 -1.669 -0.70
O -2.752 3.202 -0.470 -0.40
C -4.038 3.381 -0.197 0.66
O -4.901 2.577 -0.308 -0.58
C -4.216 4.859 0.219 0.42
O -3.021 5.426 0.196 -0.68
O -5.242 5.403 0.504 -0.67
O -2.658 -2.064 -2.092 -0.67
C -2.188 -1.241 -1.342 0.10
O -0.900 -1.163 -1.006 -0.73
B -0.783 -0.313 0.201 0.94
O -2.132 0.191 0.488 0.55
C -2.988 -0.373 -0.346 0.66
O -4.172 -0.338 -0.328 -0.61
O 0.280 0.723 0.080 -0.50
C 1.202 0.586 1.061 0.83
O 2.065 1.355 1.318 -0.53
C 0.759 -0.629 1.887 0.32
O -0.303 -1.148 1.337 -0.65
O 1.319 -1.006 2.871 -0.72
C 3.289 3.352 -3.287 -0.60
C 3.396 3.206 -1.839 0.38
N 3.509 3.118 -0.706 -0.33
H 4.316 3.421 -3.660 0.32
H 2.731 4.255 -3.523 0.31
H 2.841 2.489 -3.775 -0.01
C -1.537 -2.533 -4.968 -0.64
C -1.647 -1.483 -5.964 0.43
N -1.683 -0.673 -6.782 -0.48
H -0.918 -2.289 -4.103 0.12
H -1.174 -3.442 -5.436 0.32
H -2.522 -2.611 -4.502 0.25
C 2.639 -0.055 -4.924 -0.44
C 2.010 0.379 -3.761 -0.97
C 2.591 0.192 -2.520 -0.12
C 3.837 -0.411 -2.451 -0.15
C 4.458 -0.900 -3.583 -0.48
C 3.868 -0.702 -4.820 -0.43
N 4.523 -0.537 -1.168 1.10
O 3.863 -0.442 -0.165 -0.53
O 5.718 -0.786 -1.193 -0.69
H 2.209 0.108 -5.899 0.50
H 1.066 0.911 -3.816 0.56
H 2.078 0.458 -1.603 0.83
H 5.494 -1.218 -3.572 0.40
H 4.342 -1.077 -5.720 0.35
C -1.120 -6.224 2.695 -0.54
C -0.115 -7.148 2.949 -0.34
C 1.197 -6.703 3.084 -0.47
C 1.491 -5.372 2.888 0.03
C 0.487 -4.422 2.714 -0.15
C -0.817 -4.865 2.683 -0.45
N 2.885 -4.920 2.937 1.03
O 3.098 -3.861 2.408 -0.52
O 3.738 -5.681 3.370 -0.66
H -2.109 -6.630 2.521 0.37
H -0.277 -8.213 3.052 0.34
H 1.997 -7.369 3.385 0.41
H 0.741 -3.375 2.843 0.42
H -1.645 -4.166 2.648 0.54
```


Entry 2:
A molecular structure, C16H20N6O in a non-equilibrium geometry. Source: the OMol25 dataset; level of theory: ωB97M-V/def2-TZVPD.

HOMO energy: -0.296 hartree
Spin multiplicity: 1
Lowest unoccupied orbital energy: 0.245 eV
M: 312.38 g mol⁻¹
ΔE to the lowest compared entry with this formula, charge and spin: 1041.19 kJ/mol

Structure (XYZ):
```
43
Properties=species:S:1:pos:R:3:mulliken_charge:R:1
C -3.682 -3.027 -0.310 -1.47
C -2.335 -2.405 0.093 0.85
N -1.308 -2.998 0.499 -1.23
N -0.442 -2.290 0.872 0.24
C -0.892 -1.207 0.547 0.23
N -2.256 -1.144 0.232 0.15
C -2.968 -0.011 0.041 0.89
C -4.191 0.186 -0.762 -0.60
C -4.810 1.407 -1.010 -0.85
C -4.028 2.521 -0.691 -0.12
C -2.850 2.734 -0.154 -1.11
C -2.270 1.411 0.018 0.07
N -0.882 1.170 0.509 -0.30
C -0.255 0.330 0.957 0.47
N 0.936 0.312 1.348 0.03
C 1.770 -0.817 1.822 -0.59
H 1.430 -1.848 1.326 0.38
C 3.167 -0.530 1.130 -0.83
N 3.084 0.510 -0.147 0.29
C 2.568 1.779 0.485 -0.81
C 1.563 1.603 1.451 -0.79
H 0.737 2.486 1.654 0.33
H 2.133 1.775 2.554 0.31
H 3.407 2.378 0.860 0.23
H 2.116 2.412 -0.714 0.33
C 4.135 0.437 -1.072 -0.61
H 5.062 0.237 -0.602 0.34
C 3.940 -0.637 -2.020 -0.49
O 2.539 -0.879 -2.437 -0.53
H 2.035 -0.702 -1.754 0.28
H 4.120 -1.617 -1.486 0.19
H 4.580 -0.755 -2.944 0.37
H 3.974 1.358 -1.645 0.38
H 3.870 -0.144 1.759 0.44
H 3.625 -1.471 0.709 0.42
H 2.008 -0.734 2.813 0.37
H -2.209 3.446 -0.154 0.57
H -4.539 3.534 -0.635 0.24
H -5.778 1.454 -1.297 0.54
H -4.835 -0.613 -0.732 0.33
H -3.522 -4.181 -0.162 0.29
H -4.061 -2.691 -1.196 0.44
H -4.686 -2.777 0.243 0.32
```